a:
This record from the OMol25 dataset describes 2 unconnected molecules or ions with the total composition C2H6O3. The level of theory is ωB97M-V with the def2-TZVPD basis set.

Last column: Mulliken charge in e.
CARTESIAN COORDINATES (ANGSTROEM)
C 3.888 2.866 2.569  -0.97
C 2.990 2.063 1.675  0.76
O 2.035 1.406 2.024  -0.58
O 3.381 2.156 0.377  -0.45
H 3.558 2.780 3.618  0.31
H 3.866 3.930 2.279  0.27
H 4.927 2.503 2.496  0.27
H 2.733 1.598 -0.133  0.42
O 1.255 0.423 -0.632  -0.69
H 1.063 0.426 0.333  0.35
H 0.559 -0.154 -1.022  0.31

Its charge is 0. The multiplicity is 1. The SMILES is CC(=O)O.O.

b:
This record from the OMol25 dataset describes a molecular structure, C2H6O3. The level of theory is ωB97M-V with the def2-TZVPD basis set.

Last column: Mulliken charge in e.
CARTESIAN COORDINATES (ANGSTROEM)
C 1.503 0.417 0.464  -0.56
O 0.407 0.408 -0.445  -0.46
H 0.155 -0.622 -0.962  0.27
H 1.684 1.440 0.795  0.22
H 1.309 -0.182 1.359  0.29
H 2.405 0.049 -0.028  0.26
C -1.229 -0.453 0.093  0.47
O -2.264 0.318 -0.234  -0.43
O -1.064 -1.061 1.095  -0.46
H -2.069 0.819 -1.039  0.36
H -0.836 -1.133 -1.098  0.05

Its charge is 0. The multiplicity is 1.

Q: Which of them is the most stable? A: a.